Record 1
Here is C3H3MgO4Rh as an isolated structure from OMol25. Energies are from ωB97M-V/def2-TZVPD.

Results
- Energy relative to the best compared isomer or geometry (same formula, charge and spin): 0.0 kcal/mol

The geometry in ORCA input format:
```
! RIJCOSX wB97M-V def2-TZVPD def2/J DEFGRID3
* xyz 0 5
Rh 1.66036 1.97891 -0.03621
Mg -0.95210 1.85095 -0.54561
O 0.46034 0.36775 -0.71698
O 2.84135 0.54617 0.43640
O -2.66384 0.96708 -0.28857
O -4.02860 -0.29871 0.92313
C 2.30821 -0.70389 0.18720
C -3.14371 -0.16175 0.08278
C 0.89024 -0.80046 -0.36326
H 2.91653 -1.28684 -0.54504
H -2.57627 -1.10860 -0.23026
H 2.28749 -1.35061 1.09641
*
```

Record 2
Here is one molecule with the formula C3H3N from OMol25. Energies are from ωB97M-V/def2-TZVPD.

Results
- Energy relative to the best compared isomer or geometry (same formula, charge and spin): 63.8 kcal/mol
- SMILES string: C#CN=C

The geometry in ORCA input format:
```
! RIJCOSX wB97M-V def2-TZVPD def2/J DEFGRID3
* xyz 0 1
N 0.31707 -0.09327 -0.28464
C 1.13272 -1.09428 -0.06519
C -1.64644 1.32630 0.31350
C -0.69144 0.60035 -0.10071
H 1.11346 -1.74777 0.82649
H 1.99433 -1.16024 -0.71439
H -2.21969 2.16890 0.02494
*
```

Record 3
Here is one molecule with the formula C3H3N from OMol25. Energies are from ωB97M-V/def2-TZVPD.

Results
- Energy relative to the best compared isomer or geometry (same formula, charge and spin): 51.3 kcal/mol
- SMILES string: C#CN=C

The geometry in ORCA input format:
```
! RIJCOSX wB97M-V def2-TZVPD def2/J DEFGRID3
* xyz 0 1
N -0.44607 -0.93663 0.20182
C -1.35862 -0.05670 -0.03948
C 0.78981 -0.47061 0.03801
C 1.77695 0.22711 -0.02536
H -2.36583 -0.33625 -0.07628
H -1.08034 0.99029 -0.29041
H 2.68409 0.58279 0.19170
*
```

Record 4
Here is a 2-piece molecular cluster, C3H3N2 overall from OMol25. Energies are from ωB97M-V/def2-TZVPD.

Results
- Energy relative to the best compared isomer or geometry (same formula, charge and spin): 116.9 kcal/mol

The geometry in ORCA input format:
```
! RIJCOSX wB97M-V def2-TZVPD def2/J DEFGRID3
* xyz 1 1
N -0.81031 -0.39030 -3.84855
N 0.39707 0.33986 1.08499
C 1.17478 1.01322 1.60154
C -0.48889 -0.32647 -2.76970
C -0.44371 -0.48886 0.54092
H -1.43146 -0.30158 0.81282
H 1.81264 1.59446 2.25764
H -0.21011 -1.44033 0.32034
*
```

Record 5
Here is C3H3N2 as an isolated structure from OMol25. Energies are from ωB97M-V/def2-TZVPD.

Results
- Energy relative to the best compared isomer or geometry (same formula, charge and spin): 92.8 kcal/mol

The geometry in ORCA input format:
```
! RIJCOSX wB97M-V def2-TZVPD def2/J DEFGRID3
* xyz 1 1
N 0.51314 -0.22727 0.60467
N 3.64815 -0.71719 -0.07703
C 1.80830 0.98579 0.10403
C 2.84100 0.10433 0.03793
C -0.54575 -0.60636 0.14569
H -0.74913 -0.48611 -0.92808
H -1.00144 -1.48169 0.68938
H 1.56880 2.01719 0.47240
*
```

Record 6
Here is an isolated ion of composition C3H3N2O and charge +1 from OMol25. Energies are from ωB97M-V/def2-TZVPD.

Results
- Energy relative to the best compared isomer or geometry (same formula, charge and spin): 185.6 kcal/mol
- SMILES string: Cc1c#[n+]on1

The geometry in ORCA input format:
```
! RIJCOSX wB97M-V def2-TZVPD def2/J DEFGRID3
* xyz 1 1
O -0.20793 0.85325 2.13352
N -0.02342 1.93908 1.51472
N -0.17998 -0.24322 1.20119
C 0.04489 0.14621 0.00060
C 0.07210 -0.82652 -1.06980
C 0.11724 1.52648 0.31779
H -0.79416 -1.37918 -0.80850
H -0.00530 -0.52017 -2.23189
H 0.97656 -1.49594 -1.05763
*
```

Record 7
Here is C3H3N2O as an isolated structure from OMol25. Energies are from ωB97M-V/def2-TZVPD.

Results
- Energy relative to the best compared isomer or geometry (same formula, charge and spin): 64.1 kcal/mol

The geometry in ORCA input format:
```
! RIJCOSX wB97M-V def2-TZVPD def2/J DEFGRID3
* xyz 1 1
O 1.34533 2.29054 -0.95974
N -0.20221 1.17288 0.43281
N -1.26844 -1.03304 0.29870
C 0.92794 -0.14987 -0.34876
C 0.83544 1.37776 -0.49517
C -0.40685 -0.10002 0.16872
H -2.17085 -0.95405 0.61326
H 1.74356 -0.63377 0.10660
H -0.80393 -1.97042 0.18359
*
```

Record 8
Here is an isolated ion of composition C3H3N2O and charge +1 from OMol25. Energies are from ωB97M-V/def2-TZVPD.

Results
- Energy relative to the best compared isomer or geometry (same formula, charge and spin): 30.7 kcal/mol
- SMILES string: O=C1C=NC=[NH+]1

The geometry in ORCA input format:
```
! RIJCOSX wB97M-V def2-TZVPD def2/J DEFGRID3
* xyz 1 1
O -2.33562 0.37965 -0.10776
N 0.12209 1.07650 -0.01842
N 0.88333 -1.04347 -0.10255
C 1.14575 0.37966 0.01457
C -0.35694 -1.25053 0.07192
C -1.25222 -0.00812 -0.05897
H 0.22443 2.02383 0.06281
H -0.67794 -2.26550 -0.02444
H 2.24712 0.70798 0.16284
*
```

Record 9
Here is an isolated ion of composition C3H3N2O and charge +1 from OMol25. Energies are from ωB97M-V/def2-TZVPD.

Results
- Energy relative to the best compared isomer or geometry (same formula, charge and spin): 87.7 kcal/mol

The geometry in ORCA input format:
```
! RIJCOSX wB97M-V def2-TZVPD def2/J DEFGRID3
* xyz 1 1
O 0.00242 -0.96814 -1.03365
N 0.77750 -0.22231 0.92742
N -0.69567 0.90362 -0.43543
C 0.71216 -1.20602 0.10304
C -0.41294 0.47893 0.78839
C -0.30351 0.16924 -1.45350
H 1.17825 -0.28194 1.83759
H -1.03965 0.65455 1.63374
H -0.21856 0.47207 -2.36761
*
```

Record 10
Here is C3H3N2O2S2 as an isolated structure from OMol25. Energies are from ωB97M-V/def2-TZVPD.

Results
- Energy relative to the best compared isomer or geometry (same formula, charge and spin): 30.9 kcal/mol

The geometry in ORCA input format:
```
! RIJCOSX wB97M-V def2-TZVPD def2/J DEFGRID3
* xyz -1 1
S -1.33774 0.85740 -0.21595
S -0.11389 0.03695 -2.50211
O -2.43068 -1.93391 1.18382
O -2.30987 1.37535 0.83876
N -0.27249 -1.45449 1.51620
N -1.32911 -1.66860 1.28469
C 1.31021 -0.07934 -1.62474
C 1.30489 0.49030 -0.32579
C 0.23353 0.99198 0.41614
H 2.37275 0.56100 0.02123
H 2.12844 -0.64695 -1.96531
H 0.44398 1.47032 1.37305
*
```

Record 11
Here is a 2-piece molecular cluster, C3H3N2O3 overall from OMol25. Energies are from ωB97M-V/def2-TZVPD.

Results
- Energy relative to the best compared isomer or geometry (same formula, charge and spin): 117.5 kcal/mol

The geometry in ORCA input format:
```
! RIJCOSX wB97M-V def2-TZVPD def2/J DEFGRID3
* xyz -1 1
O 1.67943 2.19256 -0.10948
O 0.36358 -0.95751 -0.42915
O -3.13282 0.69392 -0.06311
N -2.13568 0.15595 0.46391
N 1.95816 0.03072 0.72647
C 0.27675 0.38893 -0.78763
C 1.37910 -1.06616 0.39730
C 1.30000 1.01926 -0.05066
H -2.16592 0.22438 1.57774
H 1.79862 -2.12506 0.61452
H -0.17494 0.60046 -1.74676
*
```

Record 12
Here is a 2-piece molecular cluster, C3H3N2O3P overall from OMol25. Energies are from ωB97M-V/def2-TZVPD.

Results
- Energy relative to the best compared isomer or geometry (same formula, charge and spin): 54.5 kcal/mol

The geometry in ORCA input format:
```
! RIJCOSX wB97M-V def2-TZVPD def2/J DEFGRID3
* xyz -2 1
P 0.37978 0.07869 -4.52937
O -0.12378 -1.34962 -4.21424
O 1.85370 0.26858 -4.63812
O -0.53245 1.06559 -5.17002
N 1.14083 0.83644 -0.28674
N 0.95154 0.35564 0.94313
C 0.12508 0.56846 -1.17057
C -0.72428 -0.15116 -0.40906
C -0.21015 -0.28556 0.91134
H -1.63296 -0.54245 -0.79837
H -0.52822 -1.15858 1.42098
H 1.99071 1.39659 -0.39873
*
```